Record 1
{
  "formula": "C27H29BrMoN5O8S",
  "method": "the ωB97M-V functional and the def2-TZVPD basis",
  "elements": ["Mo", "C", "C", "O", "C", "C", "C", "N", "N", "C", "O", "C", "C", "C", "C", "C", "C", "H", "H", "H", "H", "H", "H", "H", "H", "H", "H", "H", "H", "C", "C", "S", "O", "O", "C", "C", "N", "C", "N", "C", "C", "N", "O", "O", "C", "H", "H", "H", "H", "H", "H", "H", "H", "H", "H", "H", "H", "H", "Br", "C", "C", "C", "C", "C", "C", "C", "O", "O", "H", "H", "H", "H"],
  "xyz": [[0.191, -0.582, 0.410], [-3.113, 1.029, -1.679], [-1.949, 1.219, -0.798], [-1.198, 0.131, -0.611], [-1.576, 2.381, -0.181], [-0.475, 2.492, 0.656], [-0.168, 3.814, 1.257], [0.338, 1.414, 0.973], [1.495, 1.807, 1.584], [2.266, 0.788, 1.823], [1.775, -0.395, 1.343], [3.533, 0.776, 2.491], [4.024, 1.975, 3.032], [5.246, 1.978, 3.668], [5.977, 0.795, 3.769], [5.491, -0.395, 3.236], [4.270, -0.412, 2.594], [-2.755, 0.868, -2.702], [-3.765, 1.897, -1.666], [-3.662, 0.133, -1.379], [-2.180, 3.261, -0.343], [-0.916, 4.546, 0.972], [0.823, 4.146, 0.941], [-0.119, 3.730, 2.346], [3.450, 2.890, 2.943], [5.638, 2.894, 4.086], [6.938, 0.804, 4.270], [6.071, -1.305, 3.323], [3.894, -1.337, 2.175], [-6.427, 1.799, 1.891], [-5.276, 2.031, 2.865], [-4.119, 0.667, 2.842], [-2.851, 1.108, 2.256], [-4.715, -0.520, 2.283], [-3.761, 0.282, 4.551], [-3.203, -1.135, 4.667], [-2.414, -1.519, 3.464], [-1.323, -0.886, 3.069], [-0.996, -1.323, 1.816], [-1.949, -2.268, 1.423], [-2.830, -2.353, 2.420], [-3.991, -3.246, 2.414], [-4.513, -3.501, 3.479], [-4.290, -3.653, 1.314], [-0.570, 0.103, 3.869], [-7.068, 2.677, 1.908], [-7.017, 0.931, 2.176], [-6.069, 1.652, 0.872], [-5.631, 2.138, 3.893], [-4.683, 2.913, 2.620], [-4.702, 0.318, 5.106], [-3.103, 1.058, 4.946], [-4.000, -1.857, 4.734], [-2.577, -1.246, 5.549], [-1.924, -2.801, 0.489], [-0.861, 0.051, 4.916], [-0.770, 1.110, 3.501], [0.496, -0.108, 3.819], [4.548, -3.468, -2.637], [3.861, -1.750, -2.418], [4.695, -0.672, -2.725], [4.267, 0.629, -2.574], [2.981, 0.906, -2.106], [2.160, -0.147, -1.790], [2.566, -1.485, -1.926], [1.644, -2.578, -1.612], [1.469, -3.674, -1.918], [0.641, -2.059, -0.496], [5.692, -0.877, -3.095], [4.932, 1.442, -2.839], [2.631, 1.927, -2.027], [1.120, 0.101, -1.570]],
  "mulliken_charge": [1.03, -1.45, 0.47, -0.28, -1.24, 0.90, -1.56, 1.76, -0.95, 0.70, -0.52, 0.65, -0.45, -0.83, -0.42, -0.89, -0.20, 0.39, 0.42, 0.37, 0.57, 0.50, 0.34, 0.37, 0.46, 0.46, 0.44, 0.47, 0.47, -1.14, -0.52, 1.12, -0.45, -0.75, -0.87, -1.02, 0.15, 0.80, 0.52, -0.87, -0.32, 1.19, -0.60, -0.56, -1.45, 0.43, 0.35, 0.30, 0.48, 0.36, 0.70, 0.43, 0.44, 0.42, 0.69, 0.47, 0.12, 0.41, -0.04, -0.44, -0.43, -0.74, -0.33, -0.34, 0.72, 0.35, -0.29, -0.60, 0.48, 0.45, 0.52, 0.84],
  "spin_multiplicity": 1,
  "lumo_energy_ev": [-12.17, -12.19],
  "total_energy_ev": -135002.8863,
  "gap_ev": [4.7, 4.7],
  "charge": 3
}

***

Record 2
{
  "formula": "C27H29BrN2OS",
  "method": "the ωB97M-V functional and the def2-TZVPD basis",
  "elements": ["O", "C", "N", "C", "H", "H", "C", "N", "C", "H", "C", "H", "H", "H", "C", "H", "C", "C", "C", "C", "C", "C", "C", "H", "H", "H", "H", "H", "H", "H", "H", "H", "H", "C", "C", "C", "C", "C", "C", "C", "H", "H", "H", "H", "H", "C", "H", "H", "S", "C", "C", "C", "C", "C", "C", "H", "H", "Br", "H", "H", "H"],
  "xyz": [[0.369, -3.267, -1.427], [-0.262, -2.363, -0.912], [0.302, -1.501, -0.027], [-0.419, -0.376, 0.529], [0.228, 0.097, 1.267], [-1.311, -0.734, 1.051], [-0.806, 0.676, -0.533], [-1.977, 0.390, -1.316], [-1.942, -0.848, -2.051], [-2.884, -0.932, -2.597], [-1.726, -2.139, -1.232], [-2.318, -2.124, -0.317], [-2.042, -2.992, -1.835], [-1.132, -0.779, -2.789], [-3.248, 0.882, -0.859], [-3.117, 1.938, -0.601], [-3.920, 0.176, 0.344], [-5.229, 0.846, 0.641], [-5.288, 1.927, 1.511], [-6.487, 2.573, 1.754], [-7.644, 2.148, 1.125], [-7.595, 1.073, 0.253], [-6.395, 0.429, 0.013], [-6.363, -0.411, -0.667], [-8.495, 0.736, -0.240], [-8.581, 2.650, 1.315], [-6.518, 3.410, 2.436], [-4.387, 2.262, 2.007], [-3.268, 0.241, 1.217], [-4.092, -0.873, 0.101], [-3.940, 0.837, -1.706], [-0.963, 1.636, -0.035], [0.045, 0.784, -1.217], [1.735, -1.626, 0.229], [2.481, -0.488, -0.434], [2.699, 0.743, 0.171], [3.366, 1.752, -0.504], [3.817, 1.549, -1.796], [3.588, 0.332, -2.415], [2.925, -0.676, -1.739], [2.744, -1.624, -2.224], [3.931, 0.165, -3.425], [4.344, 2.335, -2.315], [3.534, 2.700, -0.016], [2.364, 0.934, 1.180], [2.018, -1.821, 1.719], [2.053, -0.893, 2.286], [1.265, -2.480, 2.151], [3.599, -2.700, 1.986], [4.721, -1.416, 1.461], [5.399, -1.551, 0.259], [6.215, -0.530, -0.189], [6.345, 0.614, 0.579], [5.708, 0.740, 1.802], [4.896, -0.286, 2.245], [4.393, -0.206, 3.196], [5.842, 1.631, 2.397], [7.407, 2.051, -0.067], [6.732, -0.616, -1.133], [5.273, -2.447, -0.328], [2.014, -2.559, -0.279]],
  "mulliken_charge": [-0.68, 0.75, 0.36, -1.04, 0.22, 0.78, -0.95, 0.26, -0.90, 0.38, -0.67, 0.33, 0.38, 0.45, -0.84, 0.30, 0.08, 0.18, -0.35, -0.62, -0.41, -0.64, -0.31, 0.36, 0.37, 0.38, 0.37, 0.36, 0.22, 0.22, 0.31, 0.21, 0.54, -1.80, 1.28, 0.48, -1.23, -0.44, -0.99, -0.28, 0.54, 0.39, 0.46, 0.44, 0.31, -0.92, 0.26, 0.55, -0.22, 0.23, -0.29, -0.54, -0.03, -0.46, -0.46, 0.50, 0.45, -0.15, 0.44, 0.42, 0.67],
  "spin_multiplicity": 1,
  "lumo_energy_ev": 0.55,
  "smiles": "O=C1CCN(CCc2ccccc2)CCN1[C@H](CSc1ccc(Br)cc1)c1ccccc1",
  "total_energy_ev": -114375.7961,
  "gap_ev": 8.7,
  "e_above_lowest_kj_mol": 8.8
}

***

Record 3
{
  "formula": "C27H29N3O4S",
  "method": "the ωB97M-V functional and the def2-TZVPD basis",
  "elements": ["C", "C", "H", "H", "O", "C", "C", "C", "C", "C", "O", "H", "H", "H", "H", "H", "H", "H", "H", "C", "C", "C", "O", "C", "O", "N", "H", "C", "C", "N", "C", "C", "C", "C", "C", "C", "N", "H", "H", "H", "H", "H", "H", "H", "H", "C", "C", "S", "C", "C", "C", "C", "C", "C", "H", "H", "H", "H", "H", "H", "H", "H", "H", "H"],
  "xyz": [[-0.189, -5.080, -1.576], [-0.050, -4.081, -0.441], [1.005, -3.952, -0.168], [-0.596, -4.424, 0.451], [-0.592, -2.841, -0.873], [-0.689, -1.872, 0.103], [-1.488, -0.684, -0.444], [-2.823, -1.114, -1.056], [-3.746, -1.909, -0.136], [-5.158, -1.980, -0.725], [-5.727, -0.714, -0.951], [-5.694, -0.202, -0.133], [-5.802, -2.577, -0.062], [-5.130, -2.463, -1.705], [-3.371, -2.924, -0.004], [-3.805, -1.439, 0.849], [-2.611, -1.717, -1.940], [-3.351, -0.214, -1.383], [-0.882, -0.250, -1.246], [-1.620, 0.368, 0.673], [-0.253, 0.613, 1.236], [0.744, -0.261, 1.091], [0.631, -1.481, 0.482], [2.106, 0.033, 1.620], [2.379, 1.095, 2.159], [2.988, -0.972, 1.466], [2.712, -1.758, 0.899], [4.366, -0.863, 1.908], [5.174, 0.008, 1.002], [6.149, -0.390, 0.238], [6.587, 0.738, -0.411], [7.607, 0.905, -1.341], [7.822, 2.175, -1.833], [7.050, 3.264, -1.422], [6.033, 3.123, -0.500], [5.810, 1.850, 0.001], [4.920, 1.346, 0.911], [4.171, 1.816, 1.402], [5.436, 3.964, -0.181], [7.257, 4.239, -1.837], [8.608, 2.338, -2.557], [8.202, 0.063, -1.657], [4.811, -1.856, 1.942], [4.358, -0.422, 2.911], [-0.056, 1.537, 1.756], [-2.235, 1.632, 0.146], [-1.601, 2.472, -0.705], [-2.554, 3.818, -1.217], [-3.890, 3.259, -0.255], [-5.134, 3.862, -0.139], [-6.073, 3.279, 0.684], [-5.771, 2.117, 1.393], [-4.536, 1.519, 1.279], [-3.569, 2.075, 0.437], [-4.309, 0.634, 1.856], [-6.517, 1.686, 2.045], [-7.049, 3.728, 0.788], [-5.352, 4.767, -0.683], [-0.598, 2.382, -1.077], [-2.261, -0.021, 1.472], [-1.176, -2.281, 1.014], [0.344, -4.719, -2.450], [0.222, -6.040, -1.275], [-1.236, -5.204, -1.836]],
  "mulliken_charge": [-1.30, -0.12, 0.14, 0.32, -0.32, -0.56, 0.08, -1.32, -0.34, -0.87, -0.50, 0.32, 0.32, 0.43, 0.31, 0.21, 0.68, 0.52, 0.37, 2.18, -1.13, -0.01, -0.37, -0.03, -0.80, 0.07, 0.21, -1.03, 0.68, -0.84, 0.61, -0.66, -0.43, -0.46, -0.84, 0.43, 0.10, 0.18, 0.40, 0.37, 0.37, 0.42, 0.39, 0.28, 0.51, -0.20, -0.40, -0.32, 0.17, -0.38, -0.62, -0.56, -0.62, -0.10, 0.47, 0.42, 0.38, 0.44, 0.51, 0.32, 0.45, 0.30, 0.42, 0.32],
  "spin_multiplicity": 1,
  "lumo_energy_ev": 0.53,
  "smiles": "CCO[C@H]1OC(C(=O)NCc2nc3ccccc3[nH]2)=C[C@@H](c2csc3ccccc23)[C@@H]1CCCO",
  "total_energy_ev": -51966.5918,
  "gap_ev": 8.9,
  "e_above_lowest_kj_mol": 30.4
}

***

Record 4
{
  "formula": "C27H29NO3",
  "method": "the ωB97M-V functional and the def2-TZVPD basis",
  "elements": ["C", "O", "C", "C", "C", "C", "C", "C", "C", "C", "C", "C", "C", "C", "C", "C", "H", "H", "H", "H", "H", "H", "H", "H", "H", "H", "H", "H", "H", "H", "H", "C", "C", "O", "C", "C", "C", "N", "C", "C", "C", "C", "C", "C", "C", "O", "H", "H", "H", "H", "H", "H", "H", "H", "H", "H", "H", "H", "H", "H"],
  "xyz": [[-5.477, 3.523, -3.401], [-5.498, 2.197, -2.827], [-4.299, 1.643, -2.490], [-4.342, 0.352, -1.900], [-3.190, -0.212, -1.406], [-1.924, 0.449, -1.500], [-0.702, -0.201, -1.143], [0.480, -0.128, -1.941], [1.687, -0.753, -1.499], [2.827, -0.782, -2.288], [2.834, -0.141, -3.540], [4.075, -0.082, -4.377], [1.662, 0.451, -4.011], [0.508, 0.471, -3.245], [-1.921, 1.767, -2.036], [-3.061, 2.339, -2.568], [-6.527, 3.786, -3.519], [-4.977, 4.243, -2.737], [-4.977, 3.500, -4.379], [-5.315, -0.135, -1.790], [-3.254, -1.205, -0.959], [-0.741, -1.066, -0.480], [1.713, -1.189, -0.499], [3.737, -1.279, -1.944], [4.068, 0.818, -5.005], [4.975, -0.058, -3.757], [4.142, -0.951, -5.044], [1.671, 0.927, -4.996], [-0.370, 0.959, -3.657], [-0.993, 2.336, -2.061], [-3.024, 3.354, -2.984], [2.186, 2.726, 4.147], [0.790, 2.475, 3.646], [0.822, 1.415, 2.651], [-0.371, 1.310, 2.031], [-0.683, -0.084, 1.554], [-2.133, -0.400, 1.516], [0.248, -0.978, 1.731], [0.174, -2.276, 1.825], [1.237, -2.987, 2.480], [1.172, -4.383, 2.693], [2.207, -5.025, 3.360], [3.295, -4.276, 3.853], [3.323, -2.873, 3.709], [2.302, -2.237, 3.020], [-1.174, 2.225, 1.910], [2.123, 3.481, 4.937], [2.640, 1.821, 4.570], [2.824, 3.120, 3.351], [0.148, 2.138, 4.477], [0.362, 3.383, 3.191], [-2.671, 0.432, 1.046], [-2.308, -1.325, 0.957], [-2.545, -0.543, 2.542], [-0.723, -2.824, 1.488], [0.287, -4.918, 2.343], [2.165, -6.109, 3.518], [4.103, -4.788, 4.384], [4.134, -2.283, 4.149], [2.280, -1.150, 2.908]],
  "mulliken_charge": [-0.80, -0.43, 0.95, -0.82, -0.22, 0.46, -0.56, 0.53, -0.33, -1.04, 1.14, -1.40, -1.05, -0.54, -1.09, -0.38, 0.25, 0.33, 0.33, 0.41, 0.40, 0.48, 0.29, 0.38, 0.36, 0.38, 0.28, 0.33, 0.53, 0.79, 0.31, -1.21, -0.22, -0.22, -0.01, 0.75, -1.08, -0.04, -0.37, 0.65, -0.47, -0.54, -0.36, -0.56, -0.42, -0.69, 0.40, 0.29, 0.29, 0.28, 0.30, 0.39, 0.16, 0.37, 0.17, 0.37, 0.35, 0.35, 0.37, 0.46],
  "spin_multiplicity": 1,
  "lumo_energy_ev": -1.57,
  "total_energy_ev": -36098.8572,
  "gap_ev": 4.5,
  "e_above_lowest_kj_mol": 479.0
}